121
Properties=species:S:1:pos:R:3:forces:R:3 method="wB97M-V/def2-TZVPD" homo_lumo_gap_ev=9.160 de_lowest_kcal_mol=0.00 homo_ev=-9.656 energy_ha=-4331.88704 lumo_ev=-0.50
S 2.128980 -1.973691 2.943337 0.4404 -0.1698 -0.0438
S 2.177556 2.739298 5.393834 0.0917 -0.7362 -0.5957
S 4.187317 -4.269035 -0.011187 0.3481 0.1405 -0.5194
O -1.742251 5.612293 2.405109 0.0375 -0.0824 0.1291
O 2.806636 0.070344 -2.758321 -0.2333 -0.0276 -0.0324
O -2.555668 -1.136746 -5.791469 -0.4704 0.3422 -0.2072
O -3.434029 -4.241434 -1.735519 0.0786 0.0976 0.0639
O -3.177997 -3.350400 0.283088 -0.0052 -0.0568 0.0972
O -1.133640 -2.858297 -6.078684 0.0653 -0.1735 -0.1752
O 4.716470 -1.058719 -2.398252 -0.0219 -0.1550 0.1803
O -1.498057 1.046548 0.586354 0.1776 -0.0377 0.0506
O -3.287047 7.113275 1.761176 -0.1551 0.1842 0.1281
O -2.816254 -2.306571 3.721475 0.0573 -0.1992 0.2236
O -1.709143 -0.723100 -0.738961 0.1940 0.2813 -0.0922
O -4.425906 -2.279493 -1.259731 -0.2254 0.0159 0.1974
O -2.695606 1.213614 -1.299360 -0.2209 0.3920 -0.1153
O -0.691373 -1.236199 -4.584344 -0.0670 -0.2321 -0.1254
O 4.800628 1.045689 -3.107291 0.0423 0.0097 -0.0539
O 1.690045 1.447122 5.963890 -0.0561 0.1387 0.2356
O -5.756666 2.799289 -5.888804 0.1291 -0.2064 -0.1236
O -5.610528 3.494047 -3.787381 -0.1525 0.0510 -0.1126
O -1.631625 -1.780728 5.578863 0.0549 -0.0145 -0.1289
O -2.192453 -0.198744 4.127490 0.2785 -0.0282 -0.5442
O -2.353070 5.712761 0.275236 -0.2693 -0.3520 0.0869
O 0.672248 -1.680981 3.057875 -0.1458 0.0610 0.1225
O 4.095920 -5.539777 0.755814 -0.3042 0.0293 0.1079
O -7.512909 2.513352 -4.512359 -0.1460 -0.0961 0.0466
C -1.466878 4.573424 0.312385 0.4828 0.6929 0.2148
C -0.620893 -1.070284 0.126428 0.2900 -0.2801 0.7010
C 6.105091 -0.754850 -2.390219 0.1865 0.9449 -0.4222
C -4.430208 3.294165 -5.735003 -0.1109 1.1652 -0.5039
C -3.748568 -3.192544 -0.927734 0.1153 -0.3135 0.0116
C -4.549237 4.184887 -4.502455 -0.4912 -1.0838 0.3894
C -2.773942 -0.212507 -4.702639 1.0971 -0.2713 0.7782
C 6.184667 0.662300 -3.023827 -0.2743 -0.6966 -0.0533
C -2.544066 6.227893 1.506406 0.1898 -0.1311 -0.2655
C 2.838004 -4.203464 -1.202332 -0.0661 -0.1658 0.0776
C -2.723214 -5.217201 -0.975674 -0.2563 -0.4059 0.1755
C -1.440836 -1.845105 -5.542480 0.1900 0.2507 0.2459
C 5.454811 -4.611779 -1.250422 0.2043 -0.8218 0.0710
C -1.985676 1.652137 5.624554 0.3956 0.6630 -0.2587
C -3.654389 -0.815123 -3.640767 -0.4973 -0.0430 -0.5047
C -1.317001 -0.008441 -4.234057 -0.7910 -0.0148 0.2521
C 6.947800 1.697094 -2.251398 0.1016 0.3217 0.0989
C -0.651972 0.038849 1.179166 0.0845 0.3204 0.2926
C 1.754455 2.586977 3.639786 0.0319 0.8169 0.0880
C -1.288753 0.476555 4.989297 -0.1489 -0.1941 1.4466
C -0.431520 4.793657 -0.769186 0.1446 -0.9107 -0.2311
C 3.951529 2.525892 5.193326 0.4344 0.0332 -0.0264
C 3.989684 0.027908 -2.762892 0.3561 0.0769 0.0670
C -2.212418 -5.150856 1.567247 -0.3716 0.2400 0.3303
C -6.410230 2.899198 -4.702002 0.2844 -0.0247 0.1289
C -2.035658 0.571218 -0.546300 0.0525 -0.3520 0.0071
C -3.343622 4.229546 -3.621399 0.5322 0.3557 0.1533
C 2.906952 -1.467976 4.476573 0.5985 0.3110 0.1588
C -2.232348 -4.446229 0.243931 -0.1971 0.5514 -0.5014
C 0.676122 -1.144159 -0.645069 -0.4814 0.3814 -0.8793
C -0.935331 -0.611214 6.035108 0.0093 -0.0135 -0.5535
C -0.928589 4.639116 1.758950 -0.2832 -0.3640 -0.1484
C -2.254698 -1.520630 4.415056 -0.0012 0.2287 -0.1179
C 2.327314 -3.741679 3.108435 -1.0227 -0.4389 -0.4713
H -1.282963 -0.361955 7.034362 0.0305 -0.0244 0.0496
H -0.825290 0.811801 -4.757443 0.0891 0.0378 0.0685
H 2.171911 3.416688 3.063910 0.0542 -0.0045 0.0889
H -2.008586 3.639257 0.173828 -0.3249 0.2009 -0.1996
H 2.215636 -1.508067 5.314800 -0.1396 -0.0561 -0.0957
H -1.989851 -4.412255 2.340406 0.4002 -0.1818 0.0268
H 0.131475 -0.817264 6.021337 -0.0131 -0.0134 0.2021
H 4.346074 2.280663 6.178476 -0.0200 0.1227 0.0250
H 6.566521 0.552640 -4.040068 -0.0561 0.2512 -0.0435
H 7.956677 1.358247 -2.012982 0.0020 -0.0652 -0.0826
H -2.140161 2.448766 4.891431 -0.2550 -0.1162 -0.0191
H 4.429945 3.429545 4.812490 -0.1567 0.1108 0.1310
H 2.119736 1.642392 3.245060 -0.1296 -0.1584 0.1352
H 0.115813 4.942942 1.838490 0.0156 0.0466 -0.1258
H 3.803763 -2.049262 4.698724 -0.1594 -0.2708 -0.1630
H 5.108222 -5.448859 -1.862417 -0.2191 0.2149 -0.1034
H 2.750622 -5.184495 -1.669173 -0.0259 -0.0398 0.0687
H 1.451051 -1.659607 -0.084609 0.1069 0.1083 0.0822
H 0.669821 2.675502 3.610333 -0.0118 -0.2362 -0.1423
H -3.239534 -1.690847 -3.143051 0.3325 0.3689 0.0541
H -1.074000 3.676557 2.248729 0.0684 0.0409 0.1300
H 0.998035 -0.143544 -0.949038 0.2056 -0.0407 0.2855
H 5.744982 -3.769895 -1.872124 -0.0816 0.1461 0.1277
H 3.060550 -3.455498 -1.963359 -0.0176 0.1360 0.1120
H 1.921164 -3.950946 -0.672961 -0.0071 0.0079 -0.0506
H -0.896251 5.220854 -1.655468 -0.0121 0.2884 0.1208
H -0.842066 -2.028102 0.593090 -0.1943 0.0673 -0.0364
H -1.510184 -5.982902 1.549263 0.1475 0.0925 0.1422
H -2.992520 3.230752 -3.359515 -0.2256 -0.0943 0.0261
H 7.024154 2.614772 -2.834040 0.0413 -0.0050 0.0143
H -0.371109 0.799611 4.501328 -0.1636 -0.2186 -0.4751
H -1.333692 2.089749 6.385032 -0.0682 -0.1571 0.1150
H -1.309331 0.116963 -3.153981 0.3070 0.0862 -0.0607
H 0.400400 5.394922 -0.408136 -0.0734 0.2517 -0.1575
H -4.595097 -1.173601 -4.066875 0.0143 0.2214 -0.1209
H 6.506873 -0.732074 -1.377367 -0.1486 -0.3032 0.0795
H -1.950217 -5.658677 -1.599586 0.1351 0.1511 0.0422
H -3.689323 2.502745 -5.659122 -0.1595 -0.2038 0.2937
H -4.175574 3.887358 -6.614819 -0.0884 -0.0928 -0.0566
H -3.176026 0.758476 -4.974969 -0.1552 -0.3096 -0.8620
H 4.196297 1.709845 4.512698 -0.2732 -0.0890 0.0228
H -4.994974 5.152549 -4.735160 0.4692 0.2104 -0.2010
H 1.796441 -4.133124 3.978297 0.4203 0.2430 0.3452
H -3.565474 4.769985 -2.701271 0.0383 -0.0017 0.0017
H -3.196517 -5.527631 1.856441 -0.0376 -0.1037 -0.3793
H -2.512050 4.731362 -4.124170 -0.1035 0.1072 -0.0289
H 1.744582 -4.155203 2.277329 0.2671 0.0950 -0.1495
H 3.356594 -4.067443 2.988333 0.0700 0.0531 0.2085
H -1.272592 -3.966044 0.021642 0.1354 -0.2907 0.0796
H -2.937817 1.362897 6.062212 -0.0327 -0.0171 0.0420
H 6.292542 -5.041301 -0.698327 0.1210 0.4505 0.0876
H 0.320695 0.499118 1.357222 0.0882 -0.0981 -0.1991
H -1.036022 -0.257817 2.148382 -0.3397 -0.0705 -0.1939
H 6.438585 1.945476 -1.319041 -0.0286 -0.1433 0.0205
H 6.629592 -1.458305 -3.030413 0.0517 -0.2472 0.2473
H -0.032525 3.835086 -1.117178 0.0953 0.0015 0.2325
H 0.500941 -1.642065 -1.604136 0.0918 -0.3044 0.1867
H -3.879632 0.001614 -2.958991 -0.0217 -0.3681 0.4362
H 3.262503 -0.448029 4.335645 -0.3194 0.1083 0.1169
H -3.410777 -6.014814 -0.672173 -0.0461 0.1011 -0.0529